Entry from OMol25: a 8-piece molecular cluster, C45H113N7O15 overall in a non-equilibrium geometry (ωB97M-V/def2-TZVPD).

Calculated values
Total charge: +1
ΔE to the lowest compared entry with this formula, charge and spin, kcal per mole: 29.3
⟨S²⟩: 0.75
Orbital gap (alpha / beta), eV: 6.7 / 2.0
Spin multiplicity: 2
Strongest force on any atom, Eh/bohr: 0.0951

Last columns: bonded neighbours and bond lengths (Å).
Positions of all 180 atoms, in Å:
1 C -21.41073 -11.31062 -25.73907  O2 1.413, H10 1.090, H11 1.090, H12 1.090
2 O -21.74814 -11.70108 -24.42349  C1 1.413, C3 1.457
3 C -23.02304 -12.39595 -24.30151  O2 1.457, C4 1.550, H13 1.090, H14 1.090
4 C -23.18519 -12.91178 -22.84871  C3 1.550, N5 1.460, H15 1.090, H16 1.090
5 N -24.45754 -13.59671 -22.63670  C4 1.460, C6 1.458, H17 1.010
6 C -24.14233 -14.42019 -21.47600  N5 1.458, C7 1.517, H18 1.090, H19 1.090
7 C -25.34405 -15.23930 -21.04454  C6 1.517, O8 1.366, H20 1.090, H21 1.090
8 O -25.37717 -16.40076 -21.76365  C7 1.366, C9 1.381
9 C -26.56188 -17.07821 -21.55411  O8 1.381, H22 1.090, H23 1.090, H24 1.090
10 H -22.21215 -10.72209 -26.18568  C1 1.090
11 H -21.06906 -12.15218 -26.34168  C1 1.090
12 H -20.59816 -10.59729 -25.60132  C1 1.090
13 H -23.18023 -13.29152 -24.90262  C3 1.090
14 H -23.78298 -11.64722 -24.52509  C3 1.090
15 H -23.03859 -12.06148 -22.18267  C4 1.090
16 H -22.36570 -13.61559 -22.70311  C4 1.090
17 H -25.26866 -13.02529 -22.44782  N5 1.010
18 H -23.93996 -13.82231 -20.58735  C6 1.090
19 H -23.33177 -15.10479 -21.72583  C6 1.090
20 H -26.27441 -14.67578 -21.11501  C7 1.090
21 H -25.29420 -15.53075 -19.99541  C7 1.090
22 H -26.55699 -17.52237 -20.55872  C9 1.090
23 H -26.56857 -17.84545 -22.32831  C9 1.090
24 H -27.56083 -16.66630 -21.69739  C9 1.090
25 C -23.19802 -14.20378 -28.12764  O26 1.414, H34 1.090, H35 1.090, H36 1.090
26 O -22.86685 -14.04763 -29.49332  C25 1.414, C27 1.424
27 C -23.47463 -15.03647 -30.31785  O26 1.424, C28 1.492, H37 1.090, H38 1.090
28 C -24.96571 -15.07745 -30.36840  C27 1.492, N29 1.449, H39 1.090, H40 1.090
29 N -25.44724 -16.12125 -29.48666  C28 1.449, C30 1.481, H41 1.010
30 C -26.91893 -16.18272 -29.64346  N29 1.481, C31 1.555, H42 1.090, H43 1.090
31 C -27.43230 -16.53480 -31.06801  C30 1.555, O32 1.398, H44 1.090, H45 1.090
32 O -26.65823 -17.43203 -31.80955  C31 1.398, C33 1.369
33 C -27.16212 -17.66882 -33.06048  O32 1.369, H46 1.090, H47 1.090, H48 1.090
34 H -23.08607 -13.36586 -27.43956  C25 1.090
35 H -22.79526 -15.16275 -27.80167  C25 1.090
36 H -24.27935 -14.34090 -28.12340  C25 1.090
37 H -22.92722 -15.97891 -30.33367  C27 1.090
38 H -23.29544 -14.54369 -31.27344  C27 1.090
39 H -25.07917 -15.40179 -31.40283  C28 1.090
40 H -25.28461 -14.04591 -30.21897  C28 1.090
41 H -24.95472 -16.95651 -29.76927  N29 1.010
42 H -27.45539 -15.25548 -29.44212  C30 1.090
43 H -27.25349 -16.96827 -28.96591  C30 1.090
44 H -27.62052 -15.55738 -31.51221  C31 1.090
45 H -28.47061 -16.77958 -30.84420  C31 1.090
46 H -27.03882 -16.69736 -33.53920  C33 1.090
47 H -28.22127 -17.92449 -33.09095  C33 1.090
48 H -26.43204 -18.35035 -33.49705  C33 1.090
49 C -24.73610 -10.40197 -19.23455  O50 1.439, H58 1.090, H59 1.090, H60 1.090
50 O -24.99980 -9.47098 -20.30012  C49 1.439, C51 1.483
51 C -24.92209 -8.05357 -19.86984  O50 1.483, C52 1.564, H61 1.090, H62 1.090
52 C -23.80859 -7.34631 -20.71009  C51 1.564, N53 1.460, H63 1.090, H64 1.090
53 N -24.14895 -7.31032 -22.12914  C52 1.460, C54 1.456, H65 1.010
54 C -23.33934 -8.29766 -22.82810  N53 1.456, C55 1.609, H66 1.090, H67 1.090
55 C -23.42047 -8.08366 -24.42108  C54 1.609, O56 1.415, H68 1.090, H69 1.090
56 O -22.65127 -6.92326 -24.67176  C55 1.415, C57 1.394
57 C -22.54771 -6.66770 -26.03772  O56 1.394, H70 1.090, H71 1.090, H72 1.090
58 H -24.91314 -11.46725 -19.38264  C49 1.090
59 H -25.45629 -10.20273 -18.44099  C49 1.090
60 H -23.71122 -10.20681 -18.91893  C49 1.090
61 H -24.79427 -7.90310 -18.79787  C51 1.090
62 H -25.79761 -7.47029 -20.15505  C51 1.090
63 H -22.82023 -7.73874 -20.47085  C52 1.090
64 H -23.88366 -6.28703 -20.46434  C52 1.090
65 H -25.12748 -7.24989 -22.37188  N53 1.010
66 H -23.86971 -9.24898 -22.78581  C54 1.090
67 H -22.29376 -8.38907 -22.53397  C54 1.090
68 H -24.47797 -7.94890 -24.64831  C55 1.090
69 H -22.96885 -8.94050 -24.92105  C55 1.090
70 H -23.41128 -6.18031 -26.49027  C57 1.090
71 H -22.27620 -7.55244 -26.61358  C57 1.090
72 H -21.75658 -5.96080 -26.28769  C57 1.090
73 C -21.75615 -8.48200 -35.56546  O74 1.402, H82 1.090, H83 1.090, H84 1.090
74 O -22.59257 -8.80907 -34.48879  C73 1.402, C75 1.434
75 C -21.95034 -8.70179 -33.21138  O74 1.434, C76 1.569, H85 1.090, H86 1.090
76 C -23.02263 -8.51735 -32.08132  C75 1.569, N77 1.443, H87 1.090, H88 1.090
77 N -24.04975 -9.51056 -32.28576  C76 1.443, C78 1.402, H89 1.010
78 C -23.66746 -10.85917 -32.24022  N77 1.402, C79 1.582, H90 1.090, H91 1.090
79 C -24.81084 -11.91956 -32.50401  C78 1.582, O80 1.436, H92 1.090, H93 1.090
80 O -25.89987 -12.22058 -31.61765  C79 1.436, C81 1.440
81 C -26.75500 -11.12725 -31.23483  O80 1.440, H94 1.090, H95 1.090, H96 1.090
82 H -21.47668 -9.41126 -36.06193  C73 1.090
83 H -20.83860 -7.93879 -35.33935  C73 1.090
84 H -22.38490 -7.90272 -36.24164  C73 1.090
85 H -21.27236 -7.86872 -33.02581  C75 1.090
86 H -21.30074 -9.57347 -33.13205  C75 1.090
87 H -23.45626 -7.51808 -32.04213  C76 1.090
88 H -22.54605 -8.59336 -31.10397  C76 1.090
89 H -24.28179 -9.36441 -33.25782  N77 1.010
90 H -23.31912 -11.11517 -31.23961  C78 1.090
91 H -22.82853 -11.11267 -32.88833  C78 1.090
92 H -24.32120 -12.85487 -32.77519  C79 1.090
93 H -25.41622 -11.62670 -33.36183  C79 1.090
94 H -26.21901 -10.41820 -30.60391  C81 1.090
95 H -27.51671 -11.41887 -30.51174  C81 1.090
96 H -27.23300 -10.60319 -32.06247  C81 1.090
97 C -18.68025 -14.04412 -36.90177  O98 1.319, H106 1.090, H107 1.090, H108 1.090
98 O -19.94631 -13.69645 -36.77781  C97 1.319, C99 1.415
99 C -20.14129 -12.30609 -36.95422  O98 1.415, C100 1.571, H109 1.090, H110 1.090
100 C -21.35924 -11.94818 -37.87977  C99 1.571, N101 1.490, H111 1.090, H112 1.090
101 N -22.68153 -12.42112 -37.38264  C100 1.490, C102 1.447, H113 1.010
102 C -23.78052 -12.06433 -38.25325  N101 1.447, C103 1.549, H114 1.090, H115 1.090
103 C -25.15028 -12.24984 -37.55443  C102 1.549, O104 1.463, H116 1.090, H117 1.090
104 O -25.37040 -11.60039 -36.26162  C103 1.463, C105 1.440
105 C -24.74343 -10.31492 -36.09367  O104 1.440, H118 1.090, H119 1.090, H120 1.090
106 H -18.61300 -15.04525 -36.47594  C97 1.090
107 H -18.07134 -13.37305 -36.29598  C97 1.090
108 H -18.41182 -13.92224 -37.95115  C97 1.090
109 H -19.34295 -11.80387 -37.50059  C99 1.090
110 H -20.20007 -11.82332 -35.97873  C99 1.090
111 H -21.33049 -12.37511 -38.88226  C100 1.090
112 H -21.43489 -10.86714 -37.99699  C100 1.090
113 H -22.88198 -12.50426 -36.39623  N101 1.010
114 H -23.81003 -12.84026 -39.01821  C102 1.090
115 H -23.72389 -11.12312 -38.80008  C102 1.090
116 H -25.28919 -13.29169 -37.26571  C103 1.090
117 H -25.97266 -11.88036 -38.16701  C103 1.090
118 H -23.65900 -10.39430 -36.16994  C105 1.090
119 H -25.12472 -9.84699 -35.18606  C105 1.090
120 H -25.08889 -9.68936 -36.91673  C105 1.090
121 C -23.02581 -15.89973 -35.45229  O122 1.435, H130 1.090, H131 1.090, H132 1.090
122 O -24.38497 -16.30399 -35.22888  C121 1.435, C123 1.495
123 C -24.67620 -17.49887 -36.07866  O122 1.495, C124 1.534, H133 1.090, H134 1.090
124 C -25.52681 -17.11778 -37.29710  C123 1.534, N125 1.484, H135 1.090, H136 1.090
125 N -24.72537 -16.98161 -38.53850  C124 1.484, C126 1.489, H137 1.010
126 C -25.64493 -16.75710 -39.68773  N125 1.489, C127 1.553, H138 1.090, H139 1.090
127 C -25.96322 -15.30179 -40.12804  C126 1.553, O128 1.456, H140 1.090, H141 1.090
128 O -26.73102 -14.71291 -39.04054  C127 1.456, C129 1.425
129 C -28.12139 -15.02509 -39.01967  O128 1.425, H142 1.090, H143 1.090, H144 1.090
130 H -22.90081 -14.86865 -35.12160  C121 1.090
131 H -22.71736 -15.98621 -36.49415  C121 1.090
132 H -22.31034 -16.44056 -34.83286  C121 1.090
133 H -25.31122 -18.15596 -35.48445  C123 1.090
134 H -23.83988 -18.11691 -36.40531  C123 1.090
135 H -26.20977 -16.28665 -37.12138  C124 1.090
136 H -26.23606 -17.92288 -37.48913  C124 1.090
137 H -24.21106 -16.12042 -38.42043  N125 1.010
138 H -26.57559 -17.32007 -39.61668  C126 1.090
139 H -25.31567 -17.24218 -40.60664  C126 1.090
140 H -26.44912 -15.41764 -41.09684  C127 1.090
141 H -25.04796 -14.76353 -40.37436  C127 1.090
142 H -28.33409 -16.08001 -38.84642  C129 1.090
143 H -28.50923 -15.04293 -40.03818  C129 1.090
144 H -28.74238 -14.48281 -38.30665  C129 1.090
145 C -21.31678 -13.53556 -33.48024  O146 1.429, H154 1.090, H155 1.090, H156 1.090
146 O -21.27880 -12.80834 -32.25095  C145 1.429, C147 1.422
147 C -20.40454 -13.19511 -31.19817  O146 1.422, C148 1.576, H157 1.090, H158 1.090
148 C -20.35885 -12.12198 -30.04471  C147 1.576, N149 1.488, H159 1.090, H160 1.090
149 N -19.42836 -11.06028 -30.51549  C148 1.488, C150 1.509, H161 1.010
150 C -19.09983 -10.05041 -29.44331  N149 1.509, C151 1.547, H162 1.090, H163 1.090
151 C -20.28156 -9.15845 -28.99415  C150 1.547, O152 1.406, H164 1.090, H165 1.090
152 O -20.45035 -8.19546 -30.00481  C151 1.406, C153 1.436
153 C -21.36979 -7.17356 -29.58782  O152 1.436, H166 1.090, H167 1.090, H168 1.090
154 H -22.21065 -13.30535 -34.05998  C145 1.090
155 H -21.28995 -14.57927 -33.16714  C145 1.090
156 H -20.49239 -13.45507 -34.18876  C145 1.090
157 H -19.36881 -13.36944 -31.48968  C147 1.090
158 H -20.70526 -14.17327 -30.82283  C147 1.090
159 H -20.10812 -12.63076 -29.11391  C148 1.090
160 H -21.38849 -11.78344 -29.92919  C148 1.090
161 H -19.94983 -10.70360 -31.30349  N149 1.010
162 H -18.23029 -9.43466 -29.67319  C150 1.090
163 H -18.68530 -10.56328 -28.57542  C150 1.090
164 H -19.99367 -8.76921 -28.01757  C151 1.090
165 H -21.19154 -9.72708 -28.80255  C151 1.090
166 H -22.28792 -7.52058 -29.11379  C153 1.090
167 H -21.69854 -6.49235 -30.37265  C153 1.090
168 H -20.89202 -6.57874 -28.80934  C153 1.090
169 C -18.10329 -10.93805 -34.08234  C170 1.465, H173 1.090, H174 1.090, H175 1.090
170 C -16.94716 -10.84607 -33.18692  C169 1.465, C171 1.472, O172 1.352, H176 1.090
171 C -16.80403 -9.60131 -32.41395  C170 1.472, H177 1.090, H178 1.090, H179 1.090
172 O -17.07778 -11.78281 -32.22134  C170 1.352, H180 0.960
173 H -19.01903 -10.89089 -33.49301  C169 1.090
174 H -17.99822 -11.75516 -34.79606  C169 1.090
175 H -18.06808 -10.08412 -34.75884  C169 1.090
176 H -16.08437 -10.94090 -33.84625  C170 1.090
177 H -16.44252 -8.81688 -33.07884  C171 1.090
178 H -16.07025 -9.53745 -31.61047  C171 1.090
179 H -17.72819 -9.19515 -32.00279  C171 1.090
180 H -17.83333 -11.52451 -31.68839  O172 0.960